No. 1
DFT (ωB97M-V/def2-TZVPD) results for a cluster of 12 separate species, C38H48F8O36 in total at a distorted geometry.

Each line ends with the Löwdin charge.
CARTESIAN COORDINATES (ANGSTROEM)
O1 0.687 34.712 -34.807  0.176
C1 1.701 34.129 -34.634  -0.556
O2 2.605 34.402 -33.655  0.054
C2 3.685 33.441 -33.789  -0.023
C3 3.025 32.312 -34.554  -0.284
F1 2.326 31.482 -33.714  0.065
O3 2.101 33.023 -35.308  0.115
H1 4.382 34.019 -34.396  0.115
H2 4.032 33.196 -32.790  0.121
H3 3.782 31.793 -35.140  0.158
O4 5.069 29.476 -33.423  0.187
C4 4.792 28.805 -34.358  -0.532
O5 4.426 29.320 -35.552  0.051
C5 3.995 28.232 -36.378  -0.036
C6 4.737 27.054 -35.763  -0.278
F2 5.982 27.003 -36.337  0.064
O6 4.787 27.433 -34.407  0.145
H4 2.916 28.177 -36.267  0.111
H5 4.348 28.432 -37.386  0.149
H6 4.251 26.092 -35.909  0.171
O7 3.930 33.875 -30.493  0.174
C7 4.895 34.514 -30.248  -0.546
O8 5.218 34.949 -29.015  0.083
C8 6.265 35.920 -29.111  -0.025
C9 6.867 35.558 -30.469  -0.313
F3 7.916 34.700 -30.373  0.080
O9 5.780 34.990 -31.148  0.111
H7 5.840 36.923 -29.098  0.144
H8 6.940 35.757 -28.276  0.145
H9 7.210 36.430 -31.026  0.161
O10 0.986 39.943 -30.832  0.182
C10 1.147 38.912 -31.391  -0.578
O11 0.615 37.756 -31.000  0.085
C11 0.939 36.678 -31.891  -0.012
C12 1.553 37.495 -33.084  -0.282
F4 0.596 37.689 -34.049  0.050
O12 1.900 38.707 -32.490  0.136
H10 1.696 36.042 -31.433  0.129
H11 0.077 36.105 -32.211  0.108
H12 2.380 37.016 -33.607  0.139
O13 1.510 25.273 -35.029  0.179
C13 1.061 26.370 -35.071  -0.584
O14 1.382 27.274 -34.130  0.072
C14 0.646 28.480 -34.403  -0.054
C15 0.095 28.242 -35.820  -0.276
F5 0.921 28.929 -36.670  0.056
O15 0.235 26.873 -35.993  0.161
H13 -0.029 28.665 -33.568  0.132
H14 1.340 29.321 -34.389  0.111
H15 -0.952 28.520 -35.920  0.171
O16 -2.534 36.275 -31.629  0.178
C16 -2.680 36.115 -32.803  -0.583
O17 -1.718 35.966 -33.711  0.012
C17 -2.283 36.025 -35.026  -0.018
C18 -3.731 35.582 -34.744  -0.279
F6 -3.939 34.247 -34.824  0.089
O18 -3.888 35.961 -33.390  0.137
H16 -2.250 37.071 -35.328  0.146
H17 -1.693 35.380 -35.670  0.134
H18 -4.451 36.095 -35.375  0.167
O19 5.140 27.408 -29.801  0.187
C19 4.355 28.252 -30.066  -0.554
O20 4.667 29.570 -30.168  0.077
C20 3.504 30.317 -30.432  -0.073
C21 2.397 29.297 -30.637  -0.275
F7 1.931 29.322 -31.912  0.065
O21 3.065 28.058 -30.409  0.134
H19 3.217 30.921 -29.569  0.138
H20 3.640 30.915 -31.331  0.123
H21 1.616 29.313 -29.876  0.168
O22 6.786 33.686 -33.980  0.170
C22 7.872 34.163 -34.084  -0.564
O23 8.749 33.877 -35.032  0.094
C23 9.969 34.543 -34.751  -0.040
C24 9.489 35.754 -33.975  -0.278
F8 9.034 36.801 -34.691  0.107
O24 8.376 35.161 -33.305  0.096
H22 10.616 33.911 -34.143  0.147
H23 10.488 34.791 -35.676  0.148
H24 10.154 36.066 -33.172  0.173
C25 -2.586 32.385 -31.427  -0.017
C26 -2.071 32.620 -32.831  -0.288
C27 -0.741 31.889 -33.091  -0.066
O25 -0.959 31.419 -34.427  0.043
C28 -2.279 31.455 -34.755  -0.572
O26 -2.728 31.059 -35.780  0.167
O27 -2.961 31.951 -33.728  0.091
H25 -2.589 31.319 -31.168  0.087
H26 -3.600 32.721 -31.220  0.092
H27 -1.894 32.775 -30.676  0.095
H28 -1.967 33.691 -32.983  0.130
H29 -0.505 31.131 -32.346  0.130
H30 0.050 32.624 -33.216  0.113
C29 1.113 33.808 -38.334  -0.004
C30 2.312 33.039 -38.840  -0.276
C31 2.425 31.585 -38.327  -0.108
O28 2.638 30.796 -39.476  0.078
C32 2.591 31.600 -40.574  -0.571
O29 2.803 31.197 -41.674  0.164
O30 2.222 32.839 -40.268  0.105
H31 0.845 34.573 -39.063  0.095
H32 1.418 34.362 -37.445  0.064
H33 0.253 33.201 -38.056  0.094
H34 3.232 33.586 -38.626  0.134
H35 1.478 31.407 -37.803  0.119
H36 3.136 31.431 -37.512  0.115
C33 5.846 34.310 -37.421  -0.021
O31 5.273 35.457 -38.019  0.014
C34 4.426 36.204 -37.328  -0.609
O32 3.974 35.909 -36.245  0.108
O33 4.208 37.320 -38.006  0.035
C35 3.521 38.324 -37.270  -0.034
H37 6.420 34.635 -36.554  0.084
H38 6.525 33.813 -38.110  0.104
H39 5.090 33.561 -37.176  0.085
H40 4.162 38.723 -36.480  0.079
H41 2.614 37.974 -36.781  0.094
H42 3.343 39.195 -37.894  0.100
C36 5.622 37.085 -33.802  -0.012
O34 6.510 38.193 -33.710  0.008
C37 6.762 38.880 -34.812  -0.624
O35 6.607 38.482 -35.949  0.120
O36 7.295 40.042 -34.494  0.015
C38 7.723 40.934 -35.508  -0.037
H43 4.618 37.387 -34.092  0.089
H44 5.707 36.562 -32.857  0.077
H45 5.961 36.377 -34.561  0.081
H46 6.892 41.466 -35.961  0.100
H47 8.402 40.486 -36.232  0.099
H48 8.361 41.655 -34.997  0.094

- LUMO: -0.03 eV
- E_HOMO: -10.9196 eV
- 2S+1: 1
- SMILES: O=C1OC[C@@H](F)O1.O=C1OC[C@@H](F)O1.O=C1OC[C@@H](F)O1.O=C1OC[C@@H](F)O1.O=C1OC[C@@H](F)O1.O=C1OC[C@@H](F)O1.O=C1OC[C@@H](F)O1.O=C1OC[C@@H](F)O1.C[C@H]1COC(=O)O1.C[C@H]1COC(=O)O1.COC(=O)OC.COC(=O)OC

---

No. 2
DFT (ωB97M-V/def2-TZVPD) results for a cluster of 2 separate species, C2H4FN in total at a distorted geometry.

Each line ends with the Löwdin charge.
CARTESIAN COORDINATES (ANGSTROEM)
C1 -1.066 -1.515 -0.227  -0.005
C2 -0.178 -0.646 0.029  -0.257
N1 0.612 0.297 0.188  0.114
H1 -2.005 -0.972 -0.701  0.125
H2 -0.980 -2.574 -0.124  0.050
H3 0.717 0.731 1.063  0.059
F1 1.347 2.811 0.020  -0.172
H4 1.552 1.868 -0.248  0.087

- ΔE to the lowest compared entry with this formula, charge and spin: 30.0 kcal/mol
- LUMO: 0.73 eV
- E_HOMO: -9.9049 eV
- 2S+1: 1
- SMILES: C=C=N.F

---

No. 3
DFT (ωB97M-V/def2-TZVPD) results for the ion C6H12N2P with charge +1 at a distorted geometry.

Each line ends with the Löwdin charge.
CARTESIAN COORDINATES (ANGSTROEM)
C1 1.536 -2.333 0.040  0.008
C2 0.536 -1.272 -0.295  -0.435
N1 0.716 0.077 -0.321  -0.051
C3 2.023 0.683 -0.222  0.030
C4 -0.438 0.781 -0.236  -0.332
C5 -0.597 2.239 -0.480  -0.041
P1 -1.766 -0.345 -0.640  1.075
C6 -2.834 -0.262 0.906  -0.192
N2 -0.688 -1.678 -0.362  -0.074
H1 2.165 -2.671 -0.880  0.134
H2 1.004 -3.140 0.364  0.043
H3 2.308 -1.890 0.825  0.131
H4 2.428 0.312 0.614  0.061
H5 2.022 1.706 -0.141  0.069
H6 2.704 0.618 -1.119  0.152
H7 -0.023 2.809 0.246  0.094
H8 -1.532 2.589 -0.247  0.046
H9 -0.268 2.427 -1.624  0.177
H10 -3.822 0.377 0.722  0.113
H11 -2.350 0.166 1.677  -0.006
H12 -3.125 -1.193 1.171  -0.001

- ΔE to the lowest compared entry with this formula, charge and spin: 37.9 kcal/mol
- LUMO: -5.20 eV
- E_HOMO: -13.9408 eV
- 2S+1: 1
- Total charge: +1
- SMILES: CC1=[N+](C)C(C)=P(C)=N1

---

No. 4
DFT (ωB97M-V/def2-TZVPD) results for a cluster of 13 separate species, C33H89N3O36S10 in total at a distorted geometry.

Each line ends with the Löwdin charge.
CARTESIAN COORDINATES (ANGSTROEM)
O1 -2.951 13.489 -34.927  -0.296
S1 -1.774 12.618 -35.073  0.721
O2 -0.770 12.529 -33.957  -0.337
O3 -2.280 11.078 -35.477  -0.291
C1 -1.313 10.002 -35.574  -0.227
C2 -1.957 9.315 -36.785  -0.058
C3 -0.890 13.095 -36.647  -0.094
H1 -1.339 9.313 -34.729  0.102
H2 -0.308 10.418 -35.646  0.074
H3 -1.555 8.302 -36.771  0.050
H4 -1.555 9.797 -37.677  0.071
H5 -3.038 9.196 -36.705  0.078
H6 -1.634 13.016 -37.439  0.060
H7 -0.206 12.318 -36.989  0.043
H8 -0.436 14.078 -36.519  0.075
O4 -5.570 3.411 -35.377  -0.295
S2 -5.046 4.703 -35.852  0.676
O5 -5.846 5.620 -36.595  -0.271
O6 -4.274 5.384 -34.497  -0.262
C4 -3.958 6.770 -34.623  -0.295
C5 -3.044 7.321 -33.540  -0.054
C6 -3.565 4.463 -36.796  -0.118
H9 -4.918 7.286 -34.591  0.120
H10 -3.618 7.037 -35.624  0.096
H11 -2.020 6.955 -33.612  0.075
H12 -3.468 6.958 -32.604  0.081
H13 -2.893 8.391 -33.396  0.075
H14 -3.840 3.542 -37.309  0.037
H15 -2.723 4.360 -36.111  0.079
H16 -3.461 5.295 -37.493  0.059
O7 -10.125 9.255 -41.110  -0.319
S3 -9.942 7.894 -41.679  0.719
O8 -9.804 7.591 -43.124  -0.315
O9 -8.718 7.133 -40.824  -0.277
C7 -7.385 7.511 -41.228  -0.274
C8 -6.290 7.015 -40.252  -0.036
C9 -11.292 6.868 -40.992  -0.097
H17 -7.368 8.578 -41.449  0.093
H18 -7.184 7.100 -42.217  0.101
H19 -6.429 7.389 -39.238  0.066
H20 -5.297 7.393 -40.496  0.065
H21 -6.308 5.929 -40.160  0.080
H22 -11.486 6.085 -41.726  0.068
H23 -12.051 7.623 -40.786  0.065
H24 -10.950 6.423 -40.058  0.066
O10 1.429 3.529 -44.897  -0.323
S4 0.182 3.210 -45.631  0.678
O11 -0.124 1.950 -46.263  -0.279
O12 -1.108 3.560 -44.666  -0.293
C10 -1.274 2.860 -43.433  -0.255
C11 -2.446 1.871 -43.642  -0.048
C12 -0.051 4.599 -46.865  -0.081
H25 -1.474 3.486 -42.563  0.109
H26 -0.345 2.329 -43.225  0.099
H27 -2.292 1.209 -44.495  0.080
H28 -3.375 2.440 -43.674  0.074
H29 -2.600 1.241 -42.766  0.064
H30 0.697 4.394 -47.630  0.071
H31 -0.069 5.538 -46.311  0.051
H32 -1.071 4.430 -47.209  0.061
O13 0.293 0.220 -41.035  -0.278
S5 1.629 0.676 -40.715  0.639
O14 2.815 0.174 -41.350  -0.272
O15 1.574 2.330 -40.733  -0.268
C13 2.813 3.048 -40.713  -0.249
C14 3.417 3.374 -42.156  -0.029
C15 1.982 0.405 -38.951  -0.105
H33 3.533 2.460 -40.145  0.065
H34 2.769 3.986 -40.159  0.101
H35 4.424 3.791 -42.120  0.081
H36 2.644 4.042 -42.535  0.044
H37 3.340 2.536 -42.849  0.070
H38 1.179 0.813 -38.337  0.053
H39 2.933 0.841 -38.646  0.037
H40 1.855 -0.660 -38.760  0.077
O16 -5.484 -0.936 -39.175  -0.325
S6 -5.159 -0.173 -37.939  0.700
O17 -4.454 -0.918 -36.883  -0.309
O18 -4.255 1.169 -38.270  -0.293
C16 -3.262 1.118 -39.271  -0.248
C17 -2.454 2.453 -39.194  -0.060
C18 -6.692 0.634 -37.320  -0.094
H41 -3.688 0.929 -40.256  0.112
H42 -2.648 0.259 -39.000  0.122
H43 -2.985 3.372 -39.443  0.077
H44 -1.743 2.456 -40.020  0.057
H45 -1.831 2.442 -38.300  0.072
H46 -7.419 -0.102 -36.977  0.074
H47 -7.165 1.193 -38.127  0.071
H48 -6.394 1.301 -36.512  0.044
O19 -6.680 10.111 -43.916  -0.299
S7 -5.491 9.488 -44.526  0.707
O20 -4.538 10.320 -45.338  -0.322
O21 -4.665 8.532 -43.447  -0.300
C19 -3.429 7.960 -43.850  -0.278
C20 -3.276 6.684 -43.004  -0.057
C21 -6.189 8.142 -45.579  -0.094
H49 -2.519 8.552 -43.758  0.117
H50 -3.555 7.686 -44.898  0.100
H51 -4.054 5.937 -43.165  0.079
H52 -3.370 6.846 -41.930  0.052
H53 -2.358 6.235 -43.382  0.072
H54 -6.665 8.683 -46.396  0.074
H55 -6.798 7.500 -44.942  0.065
H56 -5.381 7.502 -45.935  0.052
O22 -5.600 9.774 -37.387  -0.308
S8 -5.753 10.766 -38.448  0.722
O23 -5.448 12.174 -38.125  -0.316
O24 -4.831 10.359 -39.869  -0.274
C22 -3.462 10.828 -39.957  -0.261
C23 -2.760 10.029 -41.051  -0.061
C24 -7.451 10.602 -39.239  -0.068
H57 -2.878 10.811 -39.037  0.089
H58 -3.410 11.864 -40.293  0.115
H59 -2.758 8.963 -40.823  0.059
H60 -1.701 10.238 -41.200  0.070
H61 -3.233 10.177 -42.022  0.066
H62 -8.125 10.946 -38.454  0.074
H63 -7.492 9.562 -39.563  0.029
H64 -7.547 11.279 -40.088  0.078
O25 2.361 6.768 -40.158  -0.312
S9 2.829 8.081 -40.595  0.647
O26 3.801 8.855 -39.999  -0.248
O27 3.120 8.132 -42.252  -0.289
C25 2.573 7.125 -43.149  -0.231
C26 1.908 7.959 -44.300  -0.038
C27 1.230 9.138 -40.692  -0.070
H65 1.836 6.487 -42.660  0.101
H66 3.442 6.538 -43.446  0.117
H67 1.473 7.241 -44.995  0.061
H68 2.618 8.621 -44.796  0.080
H69 1.134 8.585 -43.857  0.067
H70 1.312 10.161 -41.061  0.069
H71 0.923 9.149 -39.646  0.041
H72 0.502 8.573 -41.273  0.043
O28 1.663 7.663 -34.748  -0.286
S10 1.855 8.102 -36.142  0.668
O29 0.978 7.774 -37.233  -0.315
O30 1.799 9.744 -36.263  -0.292
C28 2.917 10.480 -35.773  -0.270
C29 2.351 11.854 -35.519  -0.051
C30 3.545 7.716 -36.815  -0.077
H73 3.625 10.563 -36.597  0.117
H74 3.396 10.041 -34.898  0.127
H75 2.550 12.542 -36.341  0.083
H76 2.874 12.286 -34.666  0.091
H77 1.267 11.837 -35.401  0.038
H78 3.801 8.376 -37.643  0.046
H79 3.481 6.690 -37.176  0.065
H80 4.162 7.746 -35.917  0.068
C31 1.706 2.333 -34.447  0.075
N1 1.042 2.632 -35.787  -0.439
O31 -0.196 2.764 -35.772  0.036
O32 1.709 2.901 -36.712  0.068
H81 2.358 1.474 -34.610  0.099
H82 0.889 2.117 -33.759  0.095
H83 2.182 3.263 -34.136  0.104
C32 -0.213 5.442 -38.717  0.036
N2 -1.198 6.187 -39.578  -0.411
O33 -1.053 6.158 -40.755  0.070
O34 -1.942 6.934 -38.965  0.051
H84 -0.549 5.509 -37.682  0.091
H85 0.862 5.550 -38.865  0.071
H86 -0.330 4.399 -39.010  0.076
C33 5.161 2.606 -38.030  0.036
N3 6.017 3.123 -36.901  -0.426
O35 7.172 2.766 -36.767  0.077
O36 5.512 3.980 -36.189  0.043
H87 4.544 1.803 -37.626  0.083
H88 5.638 2.313 -38.965  0.105
H89 4.403 3.365 -38.228  0.077

- ΔE to the lowest compared entry with this formula, charge and spin: 0.0 kcal/mol
- LUMO: -0.63 eV
- E_HOMO: -10.6940 eV
- 2S+1: 1

---

No. 5
DFT (ωB97M-V/def2-TZVPD) results for a structure of composition C10H13NNiO5 at a distorted geometry.

Each line ends with the Löwdin charge.
CARTESIAN COORDINATES (ANGSTROEM)
Ni1 0.036 0.024 -1.181  0.306
O1 -0.081 2.987 -0.550  0.245
C1 0.159 1.977 -1.084  0.075
C2 -0.197 -1.791 -1.418  0.008
O2 -0.595 -2.884 -1.237  0.241
C3 1.798 0.080 -1.719  0.032
O3 2.924 0.435 -1.676  0.232
C4 -1.909 -0.023 -1.409  0.091
O4 -2.956 0.327 -0.958  0.228
C5 -0.142 0.866 -5.779  -0.050
H1 -1.063 1.476 -5.747  0.061
H2 0.831 1.387 -5.722  0.058
C6 -0.207 -0.501 -5.842  -0.050
H3 0.712 -1.114 -5.838  0.059
H4 -1.182 -1.021 -5.861  0.061
C7 0.304 -0.313 4.558  -0.019
N1 -0.191 0.108 3.266  -0.119
C8 -1.300 1.035 3.316  -0.015
C9 0.284 -0.245 2.030  -0.370
C10 1.411 -1.225 1.821  0.039
O5 -0.290 0.298 1.024  -0.063
H5 -0.327 0.180 5.315  0.100
H6 1.354 -0.031 4.754  0.116
H7 0.247 -1.402 4.725  0.113
H8 -1.051 1.983 2.795  0.111
H9 -2.179 0.627 2.773  0.113
H10 -1.528 1.206 4.380  0.104
H11 1.133 -2.017 1.096  0.088
H12 2.301 -0.712 1.409  0.107
H13 1.703 -1.718 2.758  0.097

- ΔE to the lowest compared entry with this formula, charge and spin: 45.3 kcal/mol
- LUMO (spin up / spin down): -9.17 / -11.63 eV
- E_HOMO (spin up / spin down): -16.0819 / -15.5383 eV
- 2S+1: 3
- Total charge: +2

---

No. 6
DFT (ωB97M-V/def2-TZVPD) results for a cluster of 3 separate species, C4H10NO3 in total at a distorted geometry.

Each line ends with the Löwdin charge.
CARTESIAN COORDINATES (ANGSTROEM)
O1 -0.931 -2.821 0.406  0.014
C1 -0.746 -2.172 1.416  -0.321
O2 -1.557 2.015 -1.459  -0.409
C2 -0.563 -0.752 1.483  -0.055
C3 -0.725 0.105 0.381  -0.153
C4 0.587 -0.181 -0.600  -0.211
N1 0.745 0.944 -1.359  0.127
H1 -0.556 -0.362 2.493  0.098
H2 -0.794 -2.718 2.370  0.101
H3 -1.572 -0.149 -0.240  0.122
H4 -0.771 1.141 0.672  0.108
H5 0.388 -1.103 -1.138  0.125
H6 1.460 -0.226 0.057  0.102
H7 -0.163 1.569 -1.472  0.021
H8 1.613 1.446 -1.001  0.026
H9 2.706 1.851 1.043  -0.126
H10 -1.558 2.837 -1.960  -0.089
O3 2.749 1.743 0.087  -0.480

- ΔE to the lowest compared entry with this formula, charge and spin: 173.2 kcal/mol
- LUMO: 0.75 eV
- E_HOMO: -4.0795 eV
- 2S+1: 1
- Total charge: -1

---

| no. | total energy (Ha) |
| --- | --- |
| 1 | -4984.559668 |
| 2 | -233.163410 |
| 3 | -686.376259 |
| 4 | -8164.892165 |
| 5 | -2327.337580 |
| 6 | -438.709200 |